(1)
This record from OMol25 describes a 6-piece molecular cluster, C4H22N2O6 overall. The level of theory is ωB97M-V/def2-TZVPD.

CARTESIAN COORDINATES (ANGSTROEM)
O 0.290530 -0.403508 -3.120077
O 1.992594 -1.848046 -1.563783
O 0.561660 2.069724 -0.613817
O 0.459394 -3.585145 -0.208470
O 2.699414 0.401961 -0.191382
O -2.332030 -3.348139 -1.428521
N -2.060882 0.931611 0.064937
N -0.751158 -0.752973 2.394434
C -0.300247 2.552653 0.453252
C 0.587478 3.238714 1.486962
C -0.126387 0.202075 1.479603
C -1.056179 1.349913 1.047946
H 0.528697 0.486678 -2.842394
H 2.530926 -0.452233 -0.667876
H 1.910256 0.974901 -0.298231
H 1.466591 -2.475106 -1.001751
H -1.033199 3.226213 -0.020131
H -1.616717 1.722395 1.909474
H 0.787103 0.636147 1.929921
H 1.480785 2.627568 1.639811
H -1.689926 -1.018677 2.115713
H -2.484374 0.060575 0.351780
H -0.846126 -0.382875 3.331737
H -2.561512 -2.723187 -2.117969
H 0.074697 3.364750 2.437087
H -0.349624 -3.601136 -0.738112
H -2.502034 -4.223280 -1.792164
H 1.017928 2.824117 -1.001333
H 0.222230 -3.105789 0.606883
H 0.213227 -0.342105 0.594971
H -1.639470 0.710194 -0.831346
H 0.883675 4.234099 1.180970
H 0.897383 -1.013182 -2.653944
H 2.745307 -2.338922 -1.934185

Cartesian forces (eV/Å) of the 2 atoms listed first:
-0.2 -0.1 -0.1
0.4 -0.6 -0.1

SMILES string: C[C@@H](O)[C@@H](N)CN.O.O.O.O.O
energy above the lowest of the compared OMol25 structures with the same formula, charge and spin: 21.8 kJ/mol
E_LUMO: 0.3 eV

***

(2)
This record from OMol25 describes C5H8O as an isolated structure. The level of theory is ωB97M-V/def2-TZVPD.

CARTESIAN COORDINATES (ANGSTROEM)
O -0.818901 2.071575 0.088315
C -0.525280 -0.869967 -1.290534
C -0.074734 1.723018 -1.057455
C 0.619115 -1.217796 -0.202589
C -0.018882 -1.575336 1.147123
C -0.040804 0.291479 -1.329133
H -1.623327 1.535209 0.060039
H -0.588939 -2.509985 1.099342
H -0.711619 -0.791482 1.481687
H 1.366510 -0.426751 -0.090615
H -0.590776 1.983480 -1.992639
H 0.774299 -1.672045 1.893144
H 1.180918 -2.041611 -0.643345
H 0.861835 2.290994 -1.023682

Cartesian forces (eV/Å) of the 2 atoms listed first:
-0.1 -0.1 0.0
0.8 0.5 0.1

energy above the lowest of the compared OMol25 structures with the same formula, charge and spin: 440.3 kJ/mol
E_LUMO: 0.8 eV

***

(3)
This record from OMol25 describes C25H25N5OV as an isolated structure. The level of theory is ωB97M-V/def2-TZVPD.

CARTESIAN COORDINATES (ANGSTROEM)
V -0.529809 -1.045017 -1.222695
O -1.168366 -0.028020 4.389121
N 0.474179 -0.789882 0.453590
N -0.529229 -3.068201 -1.441056
N 0.789041 -1.300978 -2.712089
N -0.589956 0.779083 -2.157393
N -0.613847 2.114401 3.820843
C -0.117256 0.045189 1.350197
C 0.670803 2.252822 -3.552179
C 2.147202 -0.350907 -4.387242
C 1.197473 -0.218891 -3.391055
C 2.624450 -1.627469 -4.673984
C -1.417848 1.792177 -1.847265
C 0.441304 1.002970 -3.024158
C 0.440319 -3.579314 -2.256921
C 1.412085 -0.637959 3.032880
C -0.185080 3.299602 -3.212711
C -2.992878 2.626024 4.356216
C 1.179973 -2.546981 -3.021504
C -0.556550 0.786136 3.721869
C 2.125336 -2.745413 -4.010776
C 0.269359 3.024902 3.096197
C 0.646861 -4.935746 -2.350409
C 0.308331 0.132375 2.654587
C -0.445316 3.835055 2.027573
C -1.249425 3.065220 -2.356275
C -1.549555 2.673871 4.824717
C 2.068145 -1.425899 2.096489
C 1.565439 -1.497552 0.815823
C -1.124962 -5.277300 -0.758172
C -0.150264 -5.797230 -1.595116
C -1.283301 -3.905281 -0.706458
H -0.900823 3.180650 1.275953
H 1.738735 -0.622199 4.065924
H -1.945401 3.846939 -2.086315
H 3.366030 -1.756736 -5.451964
H -3.323804 1.595635 4.232480
H -0.003871 -6.867483 -1.667101
H 0.255444 4.504798 1.529361
H 2.006788 -2.130675 0.057071
H 1.090138 2.448229 2.665414
H 2.940533 -2.006108 2.362857
H -2.241657 1.563869 -1.179189
H -1.223944 3.696166 5.012518
H -1.416401 2.105156 5.743953
H -1.756141 -5.914635 -0.155007
H -0.971319 0.624170 1.005400
H -2.034869 -3.453195 -0.068275
H -1.241363 4.444008 2.454463
H 1.493717 2.421067 -4.232363
H 2.497244 0.500085 -4.953575
H 1.410755 -5.333781 -3.003537
H 2.458771 -3.736113 -4.284606
H -3.122676 3.166396 3.417371
H 0.728741 3.688639 3.830377
H -3.636845 3.098204 5.096994
H -0.024451 4.285122 -3.630872

Cartesian forces (eV/Å) of the 2 atoms listed first:
0.4 0.1 0.0
0.0 0.0 0.0

spin multiplicity: 3
expectation value of S²: 2.016
energy above the lowest of the compared OMol25 structures with the same formula, charge and spin: 0.0 kJ/mol
E_LUMO (spin up / spin down): -11.5 / -10.9 eV
net charge: +3

***

(4)
This record from OMol25 describes a 2-piece molecular cluster, C5H15NP overall. The level of theory is ωB97M-V/def2-TZVPD.

CARTESIAN COORDINATES (ANGSTROEM)
P -1.909820 1.448829 0.100283
N 1.357504 0.833838 0.579321
C 0.952292 -0.414855 0.734814
C -1.465729 -0.137069 -0.457577
C 1.496341 -1.550306 -0.139003
C 2.367992 1.037565 -0.485377
C -2.209112 -1.316097 0.168276
H 2.486128 -1.634127 0.422680
H -2.898022 2.047202 -0.808456
H -0.879078 2.466430 -0.165294
H -2.618647 -1.134015 1.192728
H 0.755737 -2.296879 -0.192378
H 3.426983 0.723770 -0.354445
H 0.300991 -0.493382 1.594063
H -1.298590 -0.148204 -1.607195
H -2.466338 1.542886 1.359201
H 2.069576 0.637778 -1.357732
H 1.575321 -1.380762 -1.232915
H -1.640876 -2.227186 0.414152
H 1.250529 1.400090 1.397471
H 2.342709 2.161602 -0.520938
H -2.995892 -1.567113 -0.641669

Cartesian forces (eV/Å) of the 2 atoms listed first:
0.5 2.2 -2.5
1.3 1.2 -2.0

spin multiplicity: 3
expectation value of S²: 2.008
energy above the lowest of the compared OMol25 structures with the same formula, charge and spin: 221.9 kJ/mol
E_LUMO (spin up / spin down): -3.2 / -5.7 eV
net charge: +1